Density functional theory data (ωB97M-V/def2-TZVPD) for a cluster of 2 separate species, C3H9N4S2 in total at a distorted geometry.

```
! RIJCOSX wB97M-V def2-TZVPD def2/J DEFGRID3
* xyz 1 1
N 1.410 -1.393 -2.211
C 0.871 -0.070 1.036
S -2.654 2.890 0.200
N -0.665 0.029 0.951
H -1.051 1.031 0.890
H -1.460 3.573 0.332
N -0.538 -1.118 -1.083
C 0.788 -1.152 -1.107
S 1.677 0.725 2.250
H 0.812 -1.663 -2.978
C 1.491 -0.845 0.074
H -2.657 2.645 1.576
H 0.685 1.582 2.751
H 2.414 -1.135 -2.304
N -1.168 -0.960 0.175
H -1.329 -1.210 -1.630
H -1.101 -1.831 0.798
H 2.476 -1.099 0.281
*
```

Values from the calculation:
- Molar mass: 165.27 g mol⁻¹
- HOMO level: -12.93 eV
- Frontier orbital gap: 0.3331 Ha
- E_LUMO: -0.1421 Eh
- E_tot: -1134.77409 hartree
- Energy above the lowest of the compared OMol25 structures with the same formula, charge and spin: 15.6 kcal per mole

***

Density functional theory data (ωB97M-V/def2-TZVPD) for a structure of composition C4H6O2 at a distorted geometry.

```
! RIJCOSX wB97M-V def2-TZVPD def2/J DEFGRID3
* xyz 0 1
C 0.534 -0.566 -0.606
H -2.011 -0.403 -1.774
H -1.049 -0.488 1.150
H 0.240 1.511 -0.575
C -0.448 0.514 -0.566
O -1.439 0.702 -1.633
C -0.317 0.314 0.927
H 1.116 -1.371 1.233
H 2.069 0.310 0.880
H -0.370 1.440 1.341
O 0.571 -1.671 -1.225
C 1.105 -0.291 0.849
*
```

Values from the calculation:
- Molar mass: 86.09 g mol⁻¹
- HOMO level: -9.70 eV
- Frontier orbital gap: 0.3711 Ha
- E_LUMO: 0.0147 Eh
- E_tot: -306.34053 hartree
- Energy above the lowest of the compared OMol25 structures with the same formula, charge and spin: 104.0 kcal per mole

***

Density functional theory data (ωB97M-V/def2-TZVPD) for a structure of composition C39H32KN7O3S5 at a distorted geometry.

```
! RIJCOSX wB97M-V def2-TZVPD def2/J DEFGRID3
* xyz -2 1
C 2.300 4.256 -0.382
O -2.738 0.936 -1.716
C -0.673 3.584 6.116
C -7.907 -4.707 6.768
N -4.915 -3.229 4.107
N 0.906 2.730 1.443
H 3.383 2.802 -5.001
C -2.687 -0.347 2.074
C -3.073 -2.783 2.434
S 1.710 -5.046 -3.298
C 2.648 2.932 -2.987
C 2.818 2.313 -4.214
S 3.800 -4.994 -1.378
C -7.388 -1.992 6.604
H -10.696 -5.650 9.259
H -10.240 -5.981 7.574
S 3.791 -7.194 -3.409
H -4.207 -1.330 -1.592
H -3.396 0.159 -3.456
H -1.940 2.578 0.858
H 3.083 3.906 -2.806
H -0.069 -3.379 0.167
C -6.928 -4.235 5.913
C 0.238 2.500 3.708
H 0.182 5.427 5.423
C 1.571 0.474 -3.369
C 1.741 2.882 -0.658
C -3.831 1.347 3.360
H -1.373 -5.338 1.006
H -4.483 1.640 4.176
H 2.392 0.541 -5.363
C 1.925 2.276 -1.985
H -6.354 -4.918 5.302
C -9.900 -5.557 8.524
C -8.637 -3.816 7.546
H -9.028 -6.119 8.870
H -1.019 4.006 7.053
C 0.701 1.855 2.428
S 0.305 -2.617 -2.328
H 3.389 4.265 -0.478
H -8.938 -1.773 8.076
C -5.618 -2.431 4.881
C -1.673 -4.334 1.273
C -2.732 -0.145 -2.643
C -0.423 1.704 4.639
C -0.948 -3.237 0.788
C 0.455 3.843 4.003
H -3.253 -2.232 -2.799
K 0.856 -0.358 0.373
N 1.122 2.188 0.226
O -9.626 -4.179 8.414
H 1.886 4.995 -1.073
C 1.617 -3.699 -2.145
H -7.201 -0.926 6.560
C 2.271 1.059 -4.421
H -5.638 -0.323 5.167
H 2.029 4.526 0.635
C -4.083 -2.422 3.387
N -2.133 0.593 1.297
H -1.729 -0.294 -3.056
C -2.387 1.861 1.538
C 2.621 -3.677 -1.215
C -2.337 -1.743 1.832
H 0.975 4.454 3.278
O 0.892 0.622 2.424
C -3.199 2.292 2.595
S 2.891 -2.572 0.059
C -4.282 -1.095 3.727
C 0.004 4.380 5.201
N -5.271 -1.119 4.679
C -3.615 -0.013 3.091
H -2.107 0.738 -1.008
H -3.321 3.349 2.789
C -6.647 -2.872 5.807
C -2.740 -4.104 2.107
C -3.215 -1.452 -2.036
H -0.560 0.655 4.402
H -8.094 -5.771 6.822
H -1.409 1.611 6.540
C -0.885 2.242 5.830
C 3.135 -5.821 -2.730
H 1.151 -0.524 -3.466
H -3.326 -4.910 2.531
N -1.287 -1.988 1.036
C -8.366 -2.455 7.459
H -2.514 -1.773 -1.268
N 1.398 1.061 -2.194
*
```

Values from the calculation:
- Molar mass: 846.16 g mol⁻¹
- HOMO level: -0.31 eV
- Frontier orbital gap: 0.1144 Ha
- E_LUMO: 0.1029 Eh
- E_tot: -4705.42474 hartree
- Energy above the lowest of the compared OMol25 structures with the same formula, charge and spin: 23.4 kcal per mole